Entry from OMol25: 8 unconnected molecules or ions with the total composition C14H39BrNO10 in a non-equilibrium geometry (ωB97M-V with the def2-TZVPD basis set).

Values from the calculation:
Highest occupied orbital energy = -4.467 eV
HOMO-LUMO gap = 6.3 eV
Molar mass = 461.37 g mol⁻¹
F_max = 2.8 eV/A
Lowest unoccupied orbital energy = 0.069 hartree
E = -3937.89703 Eh

```
! RIJCOSX wB97M-V def2-TZVPD def2/J DEFGRID3
* xyz -1 1
C 1.373 -0.697 0.791
C 0.099 -1.313 0.051
C -1.257 -1.050 0.858
N -2.156 -0.129 0.152
C -3.537 -0.189 0.656
C -4.228 -1.599 0.374
O -4.920 -1.719 -0.662
O -4.104 -2.559 1.218
C -1.611 1.230 0.074
C -2.304 2.309 0.977
O -2.801 3.268 0.416
Br -2.388 2.248 2.956
H 2.089 -0.319 0.007
H 1.874 -1.538 1.324
H 1.086 0.126 1.487
H 0.281 -2.396 -0.140
H -0.051 -0.786 -0.934
H -0.994 -0.609 1.871
H -1.695 -2.052 1.067
H -4.224 0.560 0.174
H -3.558 -0.091 1.783
H -0.510 1.285 0.319
H -1.676 1.565 -0.998
C 3.820 1.235 -1.848
O 3.279 -0.062 -2.064
H 3.004 1.922 -1.635
H 4.505 1.214 -0.996
H 4.351 1.571 -2.743
H 4.017 -0.656 -2.252
C -2.445 6.323 2.180
O -1.395 5.679 1.468
H -2.064 7.239 2.633
H -3.259 6.574 1.494
H -2.813 5.662 2.965
H -1.763 4.861 1.097
C -7.392 0.667 -1.676
O -7.280 -0.621 -2.249
H -8.369 1.079 -1.931
H -7.302 0.599 -0.588
H -6.610 1.323 -2.072
H -6.405 -0.962 -2.007
C 2.831 -4.441 0.560
O 3.618 -3.279 0.789
H 1.790 -4.210 0.782
H 2.918 -4.744 -0.486
H 3.169 -5.250 1.213
H 4.530 -3.510 0.586
C 2.834 -3.427 -3.267
O 3.206 -2.797 -2.045
H 3.318 -4.401 -3.321
H 1.750 -3.560 -3.298
H 3.160 -2.814 -4.112
H 2.764 -1.937 -2.020
C -0.500 5.872 5.694
O -1.281 5.135 4.767
H -1.018 5.884 6.653
H 0.477 5.397 5.820
H -0.370 6.899 5.341
H -0.805 5.136 3.925
C 6.233 -4.701 -3.202
O 5.476 -5.463 -4.134
H 5.704 -4.680 -2.251
H 7.216 -5.158 -3.057
H 6.350 -3.679 -3.572
H 5.964 -5.465 -4.964
*
```

Entry from OMol25: a molecular structure, C14H39ClN4O8PS2 in a non-equilibrium geometry (ωB97M-V with the def2-TZVPD basis set).

Values from the calculation:
Highest occupied orbital energy = -5.572 eV
HOMO-LUMO gap = 7.8 eV
Molar mass = 522.05 g mol⁻¹
F_max = 1.6 eV/A
Lowest unoccupied orbital energy = 0.080 hartree
E = -2975.71359 Eh

```
! RIJCOSX wB97M-V def2-TZVPD def2/J DEFGRID3
* xyz -1 1
C -4.029 -2.019 0.414
C -3.621 -0.546 0.490
S -2.929 -0.025 -1.062
O -3.648 -0.644 -2.126
O -3.002 1.402 -1.054
N -1.380 -0.429 -0.922
S -0.868 -1.670 -1.769
O -1.682 -2.850 -1.740
O -0.352 -1.295 -3.041
P 0.803 -2.183 -0.439
O 2.013 -1.333 -1.086
Cl 1.142 -4.158 -1.008
H -3.929 -2.467 1.395
H -5.034 -2.093 0.027
H -3.380 -2.563 -0.260
H -2.852 -0.427 1.235
H -4.462 0.085 0.726
H 2.549 -1.059 -0.318
C 3.217 2.059 -0.175
C 1.848 2.113 -0.850
C 1.392 3.542 -1.175
O 0.930 4.291 -0.065
C 1.934 4.900 0.713
N 0.878 1.390 -0.033
H 3.172 2.347 0.876
H 3.616 1.045 -0.212
H 3.931 2.716 -0.681
H 1.930 1.583 -1.804
H 0.542 3.475 -1.856
H 2.183 4.100 -1.699
H 2.777 5.231 0.095
H 2.300 4.233 1.498
H 1.494 5.774 1.194
H -0.007 1.319 -0.533
H 0.664 1.964 0.779
C -8.607 -6.384 0.324
C -8.476 -5.066 1.081
C -8.173 -3.861 0.178
O -6.839 -3.779 -0.264
C -6.514 -4.562 -1.399
N -7.478 -5.226 2.142
H -7.637 -6.776 0.021
H -9.074 -7.135 0.960
H -9.224 -6.267 -0.569
H -9.441 -4.866 1.558
H -8.338 -2.953 0.765
H -8.864 -3.821 -0.675
H -7.354 -4.622 -2.097
H -6.198 -5.568 -1.114
H -5.677 -4.076 -1.898
H -7.462 -4.385 2.712
H -6.562 -5.242 1.700
C 9.178 3.757 -0.253
C 7.679 3.553 -0.450
C 6.839 3.922 0.780
O 6.868 2.968 1.822
C 7.978 3.052 2.693
N 7.444 2.176 -0.891
H 9.619 2.970 0.358
H 9.687 3.738 -1.216
H 9.388 4.719 0.220
H 7.362 4.219 -1.258
H 5.794 3.975 0.466
H 7.110 4.915 1.163
H 8.293 4.089 2.844
H 8.822 2.462 2.327
H 7.671 2.638 3.654
H 6.463 2.061 -1.128
H 7.579 1.567 -0.089
*
```

Entry from OMol25: a molecular structure, C14H39KNO6 (ωB97M-V with the def2-TZVPD basis set).

Values from the calculation:
Highest occupied orbital energy = -11.980 eV
HOMO-LUMO gap = 9.0 eV
Molar mass = 356.56 g mol⁻¹
F_max = 0.8 eV/A
Lowest unoccupied orbital energy = -0.109 hartree
E = -1662.72838 Eh

```
! RIJCOSX wB97M-V def2-TZVPD def2/J DEFGRID3
* xyz 1 1
K 0.328 0.487 -0.800
C -2.581 1.623 -2.835
O -2.159 1.368 -1.518
C -3.179 0.858 -0.680
C -2.824 1.037 0.767
N -1.694 0.212 1.201
C -1.497 0.265 2.633
C -0.285 -0.534 3.055
O -0.264 -0.527 4.459
C 0.902 -1.086 5.002
H -2.829 0.707 -3.393
H -1.761 2.103 -3.375
H -3.458 2.275 -2.881
H -3.325 -0.215 -0.884
H -4.133 1.360 -0.861
H -3.720 0.829 1.375
H -2.588 2.087 0.976
H -1.859 -0.734 0.868
H -2.356 -0.094 3.219
H -1.302 1.297 2.933
H 0.618 -0.037 2.661
H -0.313 -1.566 2.678
H 0.907 -2.180 4.928
H 0.956 -0.794 6.049
H 1.804 -0.698 4.507
C -2.309 -3.608 1.195
C -1.698 -3.641 -0.176
O -1.207 -2.305 -0.479
H -1.582 -3.261 1.929
H -2.698 -4.583 1.476
H -3.134 -2.889 1.216
H -2.427 -3.932 -0.935
H -0.870 -4.356 -0.222
H -0.737 -2.344 -1.314
C 2.131 3.464 0.706
C 1.586 3.948 -0.617
O 0.261 3.399 -0.789
H 3.156 3.817 0.840
H 2.217 2.372 0.712
H 1.526 3.818 1.537
H 2.244 3.621 -1.428
H 1.547 5.039 -0.625
H -0.175 3.920 -1.470
C 3.224 -2.260 1.470
C 2.077 -2.665 0.589
O 2.119 -1.846 -0.604
H 3.168 -1.196 1.708
H 4.177 -2.459 0.985
H 3.150 -2.806 2.411
H 1.133 -2.502 1.117
H 2.167 -3.715 0.306
H 1.595 -2.269 -1.290
C 2.139 2.189 -4.385
C 1.497 0.828 -4.436
O 1.795 0.135 -3.205
H 1.660 2.819 -3.635
H 2.018 2.677 -5.354
H 3.208 2.108 -4.201
H 1.878 0.256 -5.288
H 0.413 0.908 -4.577
H 1.362 -0.722 -3.253
*
```

Entry from OMol25: 3 unconnected molecules or ions with the total composition C14H39N2O4P2S (ωB97M-V with the def2-TZVPD basis set).

Values from the calculation:
Highest occupied orbital energy = -4.309 eV
HOMO-LUMO gap = 6.7 eV
Molar mass = 393.49 g mol⁻¹
F_max = 0.6 eV/A
Lowest unoccupied orbital energy = 0.089 hartree
E = -2048.21502 Eh

```
! RIJCOSX wB97M-V def2-TZVPD def2/J DEFGRID3
* xyz -1 1
O 7.844 2.348 0.793
P 7.419 1.469 2.089
O 8.592 0.348 2.016
S 7.397 2.532 3.692
C 5.908 0.491 1.622
C 5.143 1.076 0.385
O 3.836 1.339 0.742
P 3.340 0.862 2.364
O 5.060 0.395 2.691
H 7.708 3.279 1.022
H 8.201 -0.540 2.006
H 6.281 -0.517 1.360
H 5.625 1.982 0.009
H 5.182 0.329 -0.422
H 1.968 1.239 2.118
H 3.639 2.195 2.829
H 3.013 0.455 3.707
H 3.115 -0.485 1.860
C -0.786 -3.401 4.292
C -1.151 -2.320 3.285
N -0.079 -2.021 2.358
C -0.286 -0.802 1.596
C -1.469 -0.763 0.619
C 0.467 -3.145 1.623
C -0.493 -3.958 0.741
H 0.130 -3.134 4.820
H -1.590 -3.513 5.022
H -0.638 -4.372 3.817
H -1.363 -1.394 3.826
H -2.095 -2.606 2.788
H 0.639 -0.574 1.061
H -0.403 0.014 2.314
H -1.282 -1.349 -0.282
H -1.641 0.269 0.305
H -2.393 -1.126 1.075
H 0.934 -3.826 2.339
H 1.289 -2.758 1.017
H -1.435 -4.164 1.255
H -0.040 -4.920 0.491
H -0.726 -3.452 -0.195
C -4.858 2.966 -5.210
C -4.622 1.614 -4.554
N -3.295 1.482 -3.979
C -2.961 0.118 -3.603
C -3.781 -0.544 -2.490
C -2.914 2.512 -3.023
C -3.799 2.705 -1.785
H -4.088 3.171 -5.956
H -5.830 2.971 -5.705
H -4.857 3.779 -4.484
H -4.713 0.832 -5.314
H -5.430 1.429 -3.828
H -1.904 0.103 -3.324
H -3.044 -0.494 -4.507
H -3.522 -0.154 -1.507
H -3.575 -1.617 -2.474
H -4.854 -0.419 -2.640
H -2.856 3.462 -3.559
H -1.890 2.295 -2.709
H -4.860 2.696 -2.043
H -3.580 3.671 -1.326
H -3.629 1.940 -1.030
*
```

Entry from OMol25: a molecular structure, C14H39N3O4 in a non-equilibrium geometry (ωB97M-V with the def2-TZVPD basis set).

Values from the calculation:
Highest occupied orbital energy = -7.879 eV
HOMO-LUMO gap = 8.5 eV
Molar mass = 313.48 g mol⁻¹
F_max = 7.9 eV/A
Lowest unoccupied orbital energy = 0.023 hartree
E = -1021.57831 Eh

```
! RIJCOSX wB97M-V def2-TZVPD def2/J DEFGRID3
* xyz 0 1
C 2.459 -1.243 -3.536
C 2.651 -0.214 -2.356
C 1.751 1.055 -2.344
O 2.038 2.008 -3.296
C 1.131 2.968 -3.681
N 2.586 -0.898 -1.100
H 3.306 -1.885 -3.779
H 2.217 -0.593 -4.377
H 1.644 -1.965 -3.576
H 3.657 0.208 -2.358
H 1.858 1.650 -1.437
H 0.717 0.737 -2.484
H 1.559 3.588 -4.469
H 0.830 3.547 -2.808
H 0.207 2.484 -3.997
H 2.706 -0.285 -0.306
H 1.664 -1.203 -0.821
C 0.570 1.981 1.766
C 1.861 1.164 1.845
C 1.830 -0.123 2.615
O 1.074 -1.216 2.008
C 1.415 -2.460 2.592
N 2.394 0.886 0.516
H 0.517 2.913 1.204
H 0.087 2.133 2.731
H -0.132 1.356 1.215
H 2.622 1.829 2.252
H 1.557 0.048 3.656
H 2.889 -0.380 2.641
H 0.678 -3.207 2.297
H 1.280 -2.392 3.671
H 2.351 -2.836 2.177
H 1.892 1.341 -0.233
H 2.280 -0.106 0.363
C -3.913 2.230 1.102
C -4.202 1.063 0.285
C -3.750 -0.330 0.841
O -2.359 -0.336 1.143
C -1.901 -1.600 1.682
N -5.698 1.068 0.080
H -2.854 2.422 1.273
H -4.307 2.291 2.116
H -4.298 3.088 0.551
H -3.849 1.229 -0.733
H -3.849 -1.103 0.079
H -4.439 -0.676 1.612
H -0.897 -1.446 2.076
H -1.949 -2.410 0.954
H -2.600 -1.879 2.471
H -5.946 1.942 -0.363
H -6.053 0.259 -0.409
C 0.983 -2.606 -0.506
C -0.038 -1.599 -0.063
O 0.597 -0.315 -0.050
H 0.648 -3.625 -0.312
H 1.876 -2.514 0.112
H 1.349 -2.461 -1.523
H -0.403 -1.938 0.907
H -0.848 -1.582 -0.792
H 0.555 -0.063 0.876
*
```

Entry from OMol25: a molecular structure, C14H40ClFN7O6P2S2 in a non-equilibrium geometry (ωB97M-V with the def2-TZVPD basis set).

Values from the calculation:
Highest occupied orbital energy = -5.471 eV
HOMO-LUMO gap = 7.5 eV
Molar mass = 583.05 g mol⁻¹
F_max = 6.3 eV/A
Lowest unoccupied orbital energy = 0.075 hartree
E = -3431.20379 Eh

```
! RIJCOSX wB97M-V def2-TZVPD def2/J DEFGRID3
* xyz -1 1
O -0.966 0.503 -1.388
S -0.363 1.177 -2.546
O 1.093 1.035 -2.434
Cl -0.829 0.194 -4.338
N -0.671 2.788 -2.639
S -2.272 3.165 -2.320
O -2.540 3.243 -0.873
O -2.504 4.502 -2.893
C -3.457 2.044 -3.118
C -4.087 1.038 -2.125
F -4.968 0.215 -2.866
H -3.071 1.531 -4.011
H -4.287 2.686 -3.469
H -3.355 0.368 -1.650
H -4.700 1.532 -1.356
O 3.628 4.719 0.306
P 2.460 3.862 0.790
N 1.456 5.141 1.332
C 1.293 5.684 2.656
C 1.035 6.084 0.299
N 3.372 3.022 1.994
C 3.199 3.164 3.420
C 4.788 2.821 1.698
N 1.177 2.730 1.034
C -0.204 2.997 1.389
C 1.476 1.303 1.002
H 0.270 6.056 2.785
H 1.992 6.509 2.860
H 1.401 4.942 3.443
H 0.378 5.585 -0.423
H 1.889 6.498 -0.247
H 0.474 6.921 0.716
H 3.509 4.155 3.776
H 3.789 2.417 3.959
H 2.164 2.970 3.716
H 5.383 3.712 1.934
H 4.931 2.585 0.646
H 5.186 1.976 2.269
H -0.306 3.137 2.473
H -0.854 2.169 1.099
H -0.614 3.862 0.874
H 1.560 0.891 2.015
H 2.407 1.107 0.475
H 0.704 0.746 0.467
O -1.653 -3.354 -2.131
P -1.188 -3.794 -0.749
N 0.480 -3.938 -1.106
C 1.246 -5.103 -1.471
C 1.135 -2.696 -1.517
N -2.110 -5.255 -0.730
C -1.561 -6.589 -0.781
C -3.369 -5.222 -1.472
N -0.861 -4.032 0.942
C 0.425 -4.113 1.602
C -1.974 -4.304 1.846
H 2.274 -5.004 -1.105
H 1.277 -5.260 -2.558
H 0.890 -6.018 -1.002
H 1.150 -1.985 -0.682
H 0.618 -2.221 -2.355
H 2.170 -2.856 -1.819
H -1.102 -6.809 -1.752
H -2.340 -7.336 -0.605
H -0.832 -6.751 0.020
H -3.213 -5.387 -2.544
H -3.867 -4.263 -1.344
H -4.057 -5.987 -1.099
H 0.844 -5.122 1.521
H 0.339 -3.878 2.668
H 1.143 -3.394 1.214
H -2.047 -5.374 2.067
H -2.919 -3.976 1.418
H -1.865 -3.764 2.792
*
```

Entry from OMol25: a molecular structure, C14H42FInO7S7 in a non-equilibrium geometry (ωB97M-V with the def2-TZVPD basis set).

Values from the calculation:
Highest occupied orbital energy = -12.261 eV
HOMO-LUMO gap = 1.4 eV
Molar mass = 680.77 g mol⁻¹
F_max = 3.3 eV/A
Lowest unoccupied orbital energy = -0.398 hartree
E = -4161.42667 Eh

```
! RIJCOSX wB97M-V def2-TZVPD def2/J DEFGRID3
* xyz 2 1
In -1.321 0.819 -0.453
F -3.504 -2.172 -3.529
C 3.742 -1.149 6.131
S 4.083 -0.143 4.591
O 2.766 0.038 3.838
C 4.485 1.520 5.347
H 3.439 -2.144 5.804
H 2.824 -0.792 6.599
H 4.552 -1.190 6.860
H 4.904 2.195 4.601
H 5.331 1.329 6.006
H 3.735 1.917 6.032
C -0.464 0.195 -7.803
S 0.549 1.491 -7.035
O -0.140 1.752 -5.647
C 2.142 0.449 -6.709
H -0.854 -0.537 -7.096
H 0.159 -0.373 -8.494
H -1.265 0.747 -8.294
H 2.901 1.158 -6.378
H 2.515 -0.033 -7.613
H 1.874 -0.376 -6.049
C 2.790 -5.827 -3.799
S 2.119 -5.209 -2.185
O 1.288 -3.963 -2.523
C 0.866 -6.528 -2.069
H 3.303 -6.745 -3.512
H 3.435 -5.026 -4.160
H 1.984 -5.909 -4.528
H 1.285 -7.520 -1.897
H 0.247 -6.533 -2.966
H 0.175 -6.357 -1.244
C 6.321 3.430 -2.703
S 5.871 1.960 -1.686
O 4.423 1.956 -2.051
C 6.674 0.583 -2.636
H 6.228 3.407 -3.789
H 7.385 3.526 -2.488
H 5.837 4.278 -2.218
H 6.475 0.636 -3.706
H 6.287 -0.381 -2.307
H 7.761 0.525 -2.683
C -1.688 -6.494 4.302
S -1.518 -4.691 4.530
O -1.371 -3.899 3.203
C -3.268 -4.421 5.183
H -0.898 -6.914 3.679
H -2.643 -6.833 3.899
H -1.593 -7.031 5.246
H -3.496 -3.356 5.214
H -3.348 -4.824 6.193
H -3.990 -4.912 4.530
C -4.679 5.705 -4.738
S -5.667 5.569 -3.222
O -4.884 4.479 -2.436
C -5.272 7.158 -2.326
H -5.204 6.398 -5.396
H -4.524 4.750 -5.240
H -3.702 6.140 -4.526
H -5.334 7.061 -1.242
H -6.017 7.949 -2.416
H -4.219 7.308 -2.564
C -4.390 2.016 7.437
S -4.100 2.815 5.802
O -3.686 1.656 4.894
C -5.844 3.379 5.363
H -4.449 2.772 8.220
H -3.596 1.325 7.721
H -5.344 1.491 7.402
H -6.451 2.499 5.151
H -5.685 3.938 4.441
H -6.349 3.961 6.134
*
```